A.
Density functional theory data (the ωB97M-V functional and the def2-TZVPD basis) for one molecule with the formula C6H9N3O.

Properties
Frontier orbital gap (spin up / spin down) = 8.1 / 6.4 eV
Multiplicity = 1
Net charge = 0
HOMO (spin up / spin down) = -0.2963 / -0.2752 Eh

Each line ends with the natural charge from an NBO analysis.
Geometry (Å):
C1 -1.209 1.232 1.042  0.721
C2 -0.545 0.090 -1.917  0.071
C3 1.498 0.426 -0.622  0.077
C4 -0.318 -1.236 0.201  -0.441
C5 -0.141 -0.767 1.688  -0.259
C6 0.208 -0.194 -0.780  -0.112
N1 -0.162 0.708 -2.986  -0.661
N2 2.266 0.199 0.359  -0.651
N3 -0.993 0.378 1.962  -0.634
O1 -1.525 2.380 0.809  -0.501
H1 -1.562 -0.452 -1.971  0.143
H2 1.954 0.822 -1.513  0.196
H3 0.470 -2.138 0.089  0.231
H4 -1.395 -1.460 0.177  0.226
H5 -0.341 -1.540 2.487  0.201
H6 0.954 -0.475 1.652  0.273
H7 -0.761 0.925 -3.820  0.365
H8 3.053 0.826 0.334  0.346
H9 -1.450 0.275 2.808  0.410

---

B.
Density functional theory data (the ωB97M-V functional and the def2-TZVPD basis) for a 2-piece molecular cluster, C6H9N3O overall.

Properties
SMILES = O=Cn1ccnc1.C=NC
Frontier orbital gap = 9.7 eV
Multiplicity = 1
Net charge = 0
HOMO = -0.3400 Eh

Each line ends with the natural charge from an NBO analysis.
Geometry (Å):
O1 -3.216 0.527 0.780  -0.537
C1 -2.575 -0.392 0.315  0.573
N1 -1.634 -0.295 -0.667  -0.430
C2 -0.922 -1.147 -1.468  -0.092
C3 -0.079 -0.338 -2.238  -0.082
N2 -0.401 1.005 -2.017  -0.437
C4 -1.226 1.004 -1.016  0.208
H1 -2.688 -1.430 0.658  0.122
H2 -0.959 -2.175 -1.117  0.225
H3 0.683 -0.704 -3.028  0.227
H4 -1.614 1.824 -0.467  0.221
C5 1.161 1.283 1.233  -0.060
N3 1.082 0.074 1.276  -0.394
C6 2.383 -0.604 1.296  -0.452
H5 0.142 1.731 1.212  0.160
H6 2.019 1.973 1.196  0.153
H7 2.322 -1.462 2.007  0.200
H8 2.403 -1.030 0.349  0.213
H9 3.119 0.158 1.697  0.181

---

C.
Density functional theory data (the ωB97M-V functional and the def2-TZVPD basis) for a 2-piece molecular cluster, C6H9N3O overall.

Properties
SMILES = Cc1c[nH]c(CC#N)n1.O
Frontier orbital gap = 9.4 eV
Multiplicity = 1
Net charge = 0
HOMO = -0.3293 Eh

Each line ends with the natural charge from an NBO analysis.
Geometry (Å):
C1 1.927 -2.918 0.827  -0.634
C2 1.005 -1.744 0.771  0.103
C3 0.860 -0.718 1.677  -0.113
N1 -0.065 0.136 1.129  -0.512
C4 -0.473 -0.400 -0.044  0.337
C5 -1.490 0.243 -0.942  -0.546
C6 -0.943 1.335 -1.766  0.306
N2 -0.443 2.027 -2.557  -0.342
N3 0.144 -1.538 -0.284  -0.450
H1 2.539 -2.975 -0.084  0.229
H2 2.600 -2.843 1.691  0.217
H3 1.365 -3.860 0.910  0.224
H4 1.339 -0.519 2.631  0.221
H5 -0.400 0.996 1.544  0.421
H6 -1.899 -0.524 -1.613  0.289
H7 -2.328 0.648 -0.354  0.251
O1 -1.096 4.503 -0.963  -0.957
H8 -1.907 4.024 -0.755  0.461
H9 -0.736 4.128 -1.819  0.495

---

What should be chosen as the most stable of them? Choose C.

---

A.
Density functional theory data (the ωB97M-V functional and the def2-TZVPD basis) for an isolated ion of composition C5H11IN and charge +1.

Properties
SMILES = C/[NH+]=C/[C@H](C)CI
Frontier orbital gap = 8.0 eV
Multiplicity = 1
Net charge = +1
HOMO = -0.4731 Eh

Each line ends with the natural charge from an NBO analysis.
Geometry (Å):
C1 -0.396 -2.546 -1.553  -0.444
N1 -0.071 -1.211 -1.226  -0.419
C2 -0.294 -0.567 -0.126  0.323
C3 -0.163 0.906 0.291  -0.319
C4 1.171 1.560 0.031  -0.624
C5 -0.286 1.439 1.893  -0.576
I1 -1.928 0.851 3.043  0.199
H1 -1.327 -2.603 -2.036  0.241
H2 0.323 -3.170 -2.181  0.265
H3 -0.540 -3.058 -0.583  0.231
H4 0.052 -0.703 -2.133  0.437
H5 -0.614 -1.103 0.792  0.234
H6 -1.077 1.386 -0.266  0.269
H7 2.040 1.041 0.659  0.231
H8 1.067 2.577 0.381  0.242
H9 1.505 1.553 -1.045  0.231
H10 0.737 1.098 2.241  0.233
H11 -0.198 2.549 1.819  0.245

---

B.
Density functional theory data (the ωB97M-V functional and the def2-TZVPD basis) for an isolated ion of composition C5H11IN and charge +1.

Properties
SMILES = C[C@@]1(C[NH3+])C[C@@H]1I
Frontier orbital gap = 9.8 eV
Multiplicity = 1
Net charge = +1
HOMO = -0.4851 Eh

Each line ends with the natural charge from an NBO analysis.
Geometry (Å):
C1 1.386 0.684 -0.858  -0.634
C2 0.240 0.441 0.100  -0.080
C3 0.231 -0.895 0.799  -0.234
N1 -0.170 -1.988 -0.143  -0.695
C4 -0.425 1.596 0.815  -0.415
C5 -1.221 1.060 -0.330  -0.345
I1 -3.006 -0.087 -0.064  0.160
H1 1.040 0.835 -1.879  0.233
H2 2.077 -0.155 -0.854  0.212
H3 1.946 1.571 -0.572  0.248
H4 -0.477 -0.894 1.630  0.243
H5 1.227 -1.115 1.188  0.239
H6 -1.152 -1.786 -0.442  0.450
H7 -0.129 -2.908 0.307  0.445
H8 0.443 -1.997 -0.966  0.440
H9 0.004 2.581 0.690  0.249
H10 -0.776 1.429 1.824  0.238
H11 -1.238 1.628 -1.245  0.246

---

C.
Density functional theory data (the ωB97M-V functional and the def2-TZVPD basis) for an isolated ion of composition C5H11IN and charge +1.

Properties
Frontier orbital gap (spin up / spin down) = 8.0 / 8.0 eV
Multiplicity = 1
Net charge = +1
HOMO (spin up / spin down) = -0.4408 / -0.4408 Eh

Each line ends with the natural charge from an NBO analysis.
Geometry (Å):
C1 1.248 -0.220 1.298  -0.488
C2 0.404 -1.461 1.254  -0.324
C3 0.309 0.480 0.330  0.020
C4 -0.698 1.537 0.711  -0.679
C5 0.425 0.248 -1.125  -0.273
N1 -0.850 -0.536 -1.516  -0.713
I1 0.709 -3.052 -0.151  0.160
H1 1.381 0.293 2.247  0.255
H2 2.178 -0.334 0.923  0.239
H3 -0.627 -1.660 1.654  0.242
H4 -0.085 2.458 0.776  0.263
H5 -1.176 1.345 1.664  0.256
H6 -1.471 1.802 -0.128  0.210
H7 1.238 -0.300 -1.614  0.251
H8 0.367 1.132 -1.693  0.228
H9 -1.306 -0.039 -2.358  0.444
H10 -1.451 -0.254 -0.640  0.474
H11 -0.595 -1.441 -1.632  0.435

---

D.
Density functional theory data (the ωB97M-V functional and the def2-TZVPD basis) for C5H11IN as an isolated structure.

Properties
Frontier orbital gap (spin up / spin down) = 8.3 / 5.8 eV
Multiplicity = 1
Net charge = +1
HOMO (spin up / spin down) = -0.4908 / -0.4524 Eh

Each line ends with the natural charge from an NBO analysis.
Geometry (Å):
C1 3.154 2.311 0.355  -0.431
C2 2.423 1.192 0.347  -0.160
C3 -1.371 0.117 -1.867  -0.613
C4 -0.633 -1.200 1.803  -0.439
C5 -1.322 -0.940 -0.784  -0.213
N1 -0.725 -0.502 0.520  -0.479
I1 1.913 -0.627 -0.228  0.678
H1 2.927 2.971 1.124  0.258
H2 3.845 2.419 -0.391  0.252
H3 -2.198 0.722 -1.781  0.227
H4 -0.531 0.665 -1.695  0.200
H5 -1.379 -0.351 -2.809  0.244
H6 -0.468 -2.303 1.647  0.225
H7 0.030 -0.761 2.536  0.234
H8 -1.549 -1.211 2.247  0.218
H9 -0.816 -1.761 -1.094  0.194
H10 -2.415 -1.235 -0.482  0.216
H11 -0.884 0.491 0.552  0.390

---

What should be chosen as the most stable of them? Choose B.

---

A.
Density functional theory data (the ωB97M-V functional and the def2-TZVPD basis) for C5H9NO2S2 as an isolated structure.

Properties
Frontier orbital gap = 8.8 eV
Multiplicity = 1
Net charge = 0
HOMO = -0.3284 Eh

Each line ends with the natural charge from an NBO analysis.
Geometry (Å):
C1 -1.093 -0.882 -0.887  -0.109
C2 -1.933 -0.282 -1.919  -0.513
C3 0.863 -0.695 0.416  0.420
C4 0.185 -0.738 1.769  -0.720
C5 2.325 -0.260 0.453  -0.683
N1 0.246 -0.702 -0.740  -0.505
O1 0.283 2.145 0.729  -0.918
O2 -0.837 3.544 -0.937  -0.866
S1 -2.234 0.412 -0.312  0.124
S2 -0.245 2.260 -0.618  1.637
H1 -1.515 -1.850 -0.610  0.215
H2 -1.692 0.452 -2.739  0.251
H3 -2.585 -1.079 -2.218  0.228
H4 0.985 -1.004 2.527  0.229
H5 -0.564 -1.492 1.746  0.224
H6 -0.219 0.284 1.947  0.275
H7 2.922 -0.709 1.181  0.217
H8 2.210 0.820 0.682  0.258
H9 2.897 -0.225 -0.469  0.234

---

B.
Density functional theory data (the ωB97M-V functional and the def2-TZVPD basis) for one molecule with the formula C5H9NO2S2.

Properties
SMILES = C[C@@H]1CC=C(S(N)(=O)=O)S1
Frontier orbital gap = 9.1 eV
Multiplicity = 1
Net charge = 0
HOMO = -0.3188 Eh

Each line ends with the natural charge from an NBO analysis.
Geometry (Å):
C1 -1.246 1.108 -2.116  -0.646
C2 -0.723 -0.225 -1.605  -0.279
C3 -1.518 -0.917 -0.494  -0.461
C4 -0.895 -0.827 0.824  -0.195
C5 0.327 -0.290 0.810  -0.360
S1 1.409 0.199 2.168  2.303
N1 2.929 0.179 1.741  -1.093
O1 1.139 1.603 2.375  -0.940
O2 1.042 -0.757 3.199  -0.919
S2 1.064 0.001 -0.987  0.133
H1 -0.531 1.348 -2.864  0.225
H2 -1.521 1.848 -1.258  0.228
H3 -2.139 1.123 -2.712  0.218
H4 -0.497 -0.984 -2.467  0.232
H5 -1.830 -1.961 -0.634  0.233
H6 -2.518 -0.360 -0.609  0.228
H7 -1.370 -1.381 1.573  0.244
H8 3.352 -0.671 1.401  0.412
H9 3.528 0.965 1.655  0.436

---

What should be chosen as the most stable of them? Choose A.

---

A.
Density functional theory data (the ωB97M-V functional and the def2-TZVPD basis) for one molecule with the formula C4H6N2.

Properties
SMILES = C[C@H]1N[C@H]1C#N
Frontier orbital gap = 10.7 eV
Multiplicity = 1
Net charge = 0
HOMO = -0.3600 Eh

Each line ends with the natural charge from an NBO analysis.
Geometry (Å):
C1 0.528 0.928 -1.128  -0.632
C2 0.310 0.558 0.318  -0.027
N1 -0.913 0.445 1.075  -0.572
C3 -0.105 -0.751 0.914  -0.197
C4 -0.526 -1.932 0.181  0.261
N2 -0.843 -2.935 -0.304  -0.309
H1 -0.171 0.503 -1.852  0.222
H2 0.492 2.021 -1.207  0.223
H3 1.545 0.623 -1.406  0.227
H4 1.060 1.031 0.948  0.192
H5 -1.813 0.506 0.638  0.378
H6 0.435 -0.996 1.823  0.233

---

B.
Density functional theory data (the ωB97M-V functional and the def2-TZVPD basis) for one molecule with the formula C4H6N2.

Properties
SMILES = Cn1ccnc1
Frontier orbital gap = 9.7 eV
Multiplicity = 1
Net charge = 0
HOMO = -0.3239 Eh

Each line ends with the natural charge from an NBO analysis.
Geometry (Å):
C1 -1.675 -0.082 0.035  -0.397
N1 -0.236 0.036 0.167  -0.350
C2 0.722 -0.958 0.182  -0.117
C3 1.904 -0.326 -0.093  -0.092
N2 1.713 1.023 -0.263  -0.458
C4 0.428 1.193 -0.102  0.172
H1 -2.057 0.927 -0.136  0.213
H2 -1.935 -0.696 -0.832  0.207
H3 -2.146 -0.503 0.926  0.207
H4 0.502 -1.988 0.428  0.218
H5 2.889 -0.761 -0.188  0.208
H6 -0.109 2.134 -0.123  0.189

---

What should be chosen as the most stable of them? Choose B.